# 1
Molecular formula: H26O13Xe
Method: DFT, wB97M-V/def2-TZVPD

charge = 0
frontier orbital gap = 0.3685 hartree
lowest unoccupied orbital energy = -0.54 eV

Each line ends with the Löwdin charge.
Atoms and positions in Å:
H 2.537 0.963 1.772  -0.02
H -2.144 -3.499 2.128  0.05
H -1.950 1.670 -0.580  -0.08
O 2.813 0.246 2.343  -0.05
O 1.507 -2.360 2.158  -0.09
H -0.951 3.915 0.641  0.05
H 0.649 -2.302 1.738  -0.04
H 1.750 -3.904 -1.103  0.04
O 1.737 1.995 -2.809  -0.08
O 1.153 -3.495 -1.730  -0.08
O 1.964 2.653 1.250  -0.04
H 0.861 2.281 -3.070  0.03
H -2.542 -1.089 1.682  -0.02
Xe -0.033 -0.296 -0.376  0.59
O -2.795 -0.174 1.804  -0.09
O -2.737 1.695 -3.474  -0.07
H 0.422 3.279 0.590  -0.02
H 0.522 -4.183 -1.943  0.04
O -2.204 -3.029 1.297  -0.05
O -0.888 1.196 2.937  -0.04
H -3.118 1.063 0.167  0.00
H -0.752 -2.560 -2.236  -0.07
O -2.887 1.494 -0.656  -0.11
O 4.150 -0.986 -1.678  -0.05
H -0.582 1.871 2.331  0.02
H 1.809 1.103 -3.148  0.02
H -2.794 1.220 -2.645  -0.02
H 2.519 0.508 3.216  0.04
H -2.852 -3.519 0.790  0.05
O -0.479 3.162 0.286  -0.08
H -0.173 1.098 3.567  0.06
H 2.738 2.722 0.690  0.09
O -1.488 -2.582 -2.848  -0.08
H -3.610 2.067 -3.597  0.03
H 3.304 -1.326 -1.970  0.01
H 4.226 -1.280 -0.770  0.03
H -1.506 -1.706 -3.233  0.02
H -2.041 0.229 2.234  -0.05
H 1.760 -1.449 2.313  -0.04
H 2.104 3.309 1.933  0.08


# 2
Molecular formula: C18H31B3NO8P
Method: DFT, wB97M-V/def2-TZVPD

charge = 0
frontier orbital gap = 0.2464 hartree
lowest unoccupied orbital energy = -1.57 eV

Each line ends with the Löwdin charge.
Atoms and positions in Å:
C -5.829 4.465 -3.247  -0.39
H 5.994 -2.568 0.298  0.07
C 0.714 -2.395 -2.833  -0.06
O 2.555 -2.623 -1.036  0.27
O 0.466 -1.395 -5.228  0.05
O 0.341 -3.352 -0.519  0.28
B 0.809 -3.880 0.681  -0.52
O -2.154 0.938 0.663  -0.16
H 7.548 -1.275 1.403  0.06
C -1.171 -0.856 1.977  -0.17
C -5.036 4.667 -0.933  0.02
C -6.050 4.677 -1.794  0.02
C -3.419 4.231 -2.842  0.03
H -7.076 4.838 -1.488  0.12
H -2.048 2.958 1.059  0.10
H -0.795 1.955 1.845  0.11
H -2.394 4.068 -3.149  0.12
C 3.024 -0.425 1.618  -0.41
H -2.292 -4.078 2.107  0.11
C -1.382 2.105 0.934  -0.26
N 1.550 -1.313 -4.800  -0.02
H 3.052 1.696 1.175  0.07
H 0.437 -3.759 2.771  0.12
H 2.001 -0.675 1.314  0.05
C 5.566 -1.592 0.536  -0.45
C -4.433 4.241 -3.703  0.02
H 3.074 0.678 -0.249  0.07
H -2.527 -2.050 3.163  0.11
H 2.952 -0.157 2.672  0.06
O 2.184 -4.093 0.752  0.25
C -2.348 0.097 1.784  -0.23
O -6.752 4.473 -4.031  0.11
H -3.271 -0.460 1.610  0.12
C 3.464 0.771 0.767  -0.14
H 5.384 -1.057 -0.397  0.07
H -0.803 3.035 -0.965  0.05
H 0.563 2.698 0.124  0.07
H -5.170 4.818 0.130  0.12
H 6.629 0.230 1.149  0.06
B 2.874 -2.999 0.264  -0.63
C -0.125 -4.127 1.906  -0.04
C -1.487 -3.400 1.827  -0.19
H 6.242 -0.851 2.474  0.05
C -3.642 4.444 -1.390  -0.36
H 4.546 0.863 0.706  0.04
H -1.641 -3.069 0.799  0.10
H 0.011 -3.149 -3.197  0.12
B 1.248 -2.815 -1.413  -0.50
H -4.299 4.088 -4.766  0.12
H -0.767 -1.072 0.984  0.11
C -1.528 -2.154 2.729  -0.19
C 6.559 -0.820 1.428  -0.17
O -2.717 4.435 -0.605  0.09
H -0.237 -5.200 2.084  0.12
H 0.160 -1.453 -2.735  0.13
H -0.248 1.379 -0.703  0.07
P 4.023 -1.999 1.465  1.03
H -0.853 -2.264 3.579  0.10
H -0.384 -0.327 2.524  0.10
C -0.410 2.347 -0.222  -0.06
H -2.497 0.712 2.680  0.13
O 1.813 -2.207 -3.738  -0.11


# 3
Molecular formula: H8IO4
Method: DFT, wB97M-V/def2-TZVPD

charge = -1
frontier orbital gap = 0.3052 hartree
lowest unoccupied orbital energy = 3.43 eV

Each line ends with the Löwdin charge.
Atoms and positions in Å:
O 16.363 -17.579 -17.370  -0.14
H 17.167 -18.131 -17.391  -0.12
H 20.621 -19.001 -15.434  -0.17
O 18.224 -22.078 -16.724  -0.15
H 16.477 -17.110 -16.524  0.03
O 21.197 -16.001 -19.201  -0.12
H 18.952 -21.515 -17.049  -0.14
H 17.565 -22.068 -17.402  0.00
H 20.848 -15.986 -20.089  0.01
O 20.850 -18.889 -14.493  -0.12
H 21.046 -16.875 -18.797  -0.10
I 19.687 -19.116 -17.769  0.05
H 20.593 -19.742 -14.302  -0.04


# 4
Molecular formula: C43H25BrMoN10O2
Method: DFT, wB97M-V/def2-TZVPD

charge = 0
frontier orbital gap (spin up / spin down) = 0.1830 / 0.1856 hartree
lowest unoccupied orbital energy (spin up / spin down) = -1.72 / -1.68 eV
spin multiplicity = 3

Each line ends with the Mulliken spin population.
Atoms and positions in Å:
H 7.811 -0.030 -0.876  0.00
C -2.672 6.078 -0.465  -0.02
C -1.594 -1.948 3.433  0.01
C 1.011 0.657 4.389  -0.01
C 1.538 0.853 3.050  0.05
C 0.226 2.865 -3.645  -0.01
N 2.705 0.399 2.644  -0.06
Br 1.827 -2.230 -0.651  0.01
H 1.576 1.868 -7.088  0.00
H 2.775 1.097 -5.045  0.00
C -0.462 -0.573 1.198  -0.10
H -1.909 -0.537 -3.507  0.00
C -1.971 0.608 -1.867  0.00
C -1.331 3.577 1.763  -0.16
H -1.064 0.626 7.606  0.00
C 3.118 0.563 1.402  0.20
C -1.705 -0.280 1.719  -0.03
C 6.863 0.074 -0.364  0.01
C -2.293 -0.968 2.806  0.01
Mo 0.301 1.336 0.300  1.85
H -2.625 6.228 -1.535  0.00
H 2.764 -3.970 1.300  0.00
C -0.346 -2.368 2.907  0.00
N 2.367 0.924 0.307  -0.04
C -2.103 4.777 1.500  -0.01
C 1.293 -2.457 1.160  -0.02
C -2.047 4.987 0.128  -0.02
C -0.922 1.424 5.628  -0.04
C 1.763 1.746 -2.377  0.04
H -1.978 -2.442 4.318  0.00
H -3.865 7.802 -0.059  0.00
C -0.486 0.653 6.691  0.03
H 7.716 -0.406 1.553  0.00
N -1.295 -0.110 -2.830  0.00
C -0.449 3.312 -4.772  -0.03
H 0.561 -0.536 -3.380  0.00
C -3.412 6.734 1.754  -0.01
H 5.760 0.594 -2.149  0.00
C 4.541 0.531 -0.372  0.03
C -0.152 1.405 4.472  0.01
H -3.268 -0.662 3.166  0.00
C -0.316 2.073 3.185  -0.05
C 1.938 -3.479 1.795  0.00
C 1.463 -0.110 5.457  0.05
O -3.136 0.917 -2.040  0.01
C 3.200 0.916 -0.788  0.18
C 1.489 -3.939 3.050  0.00
C 0.058 2.940 -6.006  0.03
H -2.250 0.575 1.343  -0.01
N 0.854 2.269 -1.507  0.06
N 2.891 1.152 -2.054  -0.05
C 1.362 2.075 -3.744  0.01
H -0.445 3.258 -6.911  0.00
H 1.002 -0.700 7.457  0.00
C 4.488 0.314 0.993  0.02
H 2.015 -4.742 3.551  0.00
H -0.079 -3.809 4.485  0.00
C -2.783 5.652 2.341  -0.02
N -0.840 3.090 0.589  0.06
C -3.358 6.944 0.365  -0.01
H 5.570 -0.182 2.793  0.00
H -1.832 2.009 5.678  0.00
H -3.957 7.435 2.373  0.00
N -0.039 -0.662 -2.577  0.02
H -1.343 3.915 -4.679  0.00
N -0.979 3.804 -1.729  0.05
C -0.063 3.009 -2.218  -0.02
N -1.201 3.010 2.964  0.06
C 5.732 0.421 -1.080  0.03
O -1.288 0.945 -0.808  -0.04
H 2.369 -0.698 5.376  0.00
C 1.883 1.707 -4.977  0.04
C 0.695 -0.106 6.606  -0.03
C -1.241 3.913 -0.429  -0.13
C 5.624 -0.018 1.723  0.03
C 1.212 2.146 -6.107  -0.03
C 6.809 -0.144 1.024  0.01
H -0.082 -1.643 -2.328  0.00
C 0.343 -3.420 3.565  0.00
N 0.690 1.645 2.330  0.02
C 0.179 -1.756 1.726  0.02
H -2.819 5.483 3.410  0.00


# 5
Molecular formula: C3H6N2OS2
Method: DFT, wB97M-V/def2-TZVPD

charge = 0
frontier orbital gap = 0.3314 hartree
lowest unoccupied orbital energy = -0.29 eV

Each line ends with the Löwdin charge.
Atoms and positions in Å:
H 1.921 0.862 -1.254  0.07
C 1.965 0.076 -0.506  -0.61
S 3.252 -0.946 -0.340  0.67
H -1.565 -0.415 1.552  0.06
C -1.589 -0.108 0.521  -0.44
H -2.439 0.558 0.372  0.07
N 0.865 0.036 0.290  -0.17
O 0.764 -0.977 1.246  -0.03
S -1.881 -1.619 -0.561  0.70
H 0.363 2.302 -0.639  0.05
C -0.353 0.690 0.078  -0.44
N -0.517 1.876 -0.354  0.17
H -2.411 -0.887 -1.533  -0.16
H 1.626 -1.448 1.128  0.03


# 6
Molecular formula: C19H22ClN3O3S
Method: DFT, wB97M-V/def2-TZVPD

charge = 0
frontier orbital gap = 0.3192 hartree
lowest unoccupied orbital energy = 0.27 eV

Each line ends with the Löwdin charge.
Atoms and positions in Å:
C -1.456 -1.869 1.921  -0.17
H -1.744 -5.020 -0.362  0.07
C -2.568 -0.300 -0.213  -0.15
H 3.623 -1.920 1.182  0.11
H 1.053 -0.350 -2.393  0.10
H -3.460 0.281 -0.466  0.14
C 1.708 0.516 -2.296  -0.05
N -1.987 0.304 0.975  -0.11
C -2.469 2.550 1.626  -0.02
H -0.044 0.414 -0.658  0.09
H 1.904 -1.556 -0.520  0.08
C -1.327 -4.393 -1.138  -0.11
H -0.687 0.052 2.556  0.14
C -2.970 -1.749 0.072  -0.17
C 4.825 0.935 -0.190  -0.10
O 1.139 2.852 -2.226  0.08
H -2.080 -4.087 -1.851  0.06
H -0.511 -4.896 -1.642  0.07
C -0.941 -0.463 1.626  -0.15
C 4.737 -0.167 0.646  -0.68
C 2.715 -0.848 -0.430  -0.03
H -3.824 -1.777 0.754  0.13
H -0.662 -2.487 2.340  0.12
H 3.901 1.999 -1.795  0.12
H 2.149 0.761 -3.263  0.13
N -1.904 -2.507 0.696  -0.24
H 0.117 4.052 -0.770  0.10
N 0.041 1.406 -0.830  0.16
H -2.914 4.564 2.194  0.10
H -3.193 2.103 2.290  0.11
H -0.015 -0.572 1.034  0.10
H -1.902 -0.294 -1.087  0.10
C -1.378 4.458 0.700  -0.08
C -0.755 2.246 -0.043  -0.14
C -2.312 3.922 1.569  -0.09
O 0.467 -3.332 0.478  -0.29
H -2.305 -1.835 2.609  0.13
H -3.242 -2.246 -0.860  0.12
C 2.786 0.249 -1.279  -0.22
O -0.384 -1.932 -1.337  -0.31
C -1.709 1.702 0.833  -0.19
C -0.608 3.631 -0.095  0.00
H 5.647 1.626 -0.090  0.10
Cl 5.957 -0.427 1.845  0.66
C 0.932 1.736 -1.808  -0.45
C 3.687 -1.063 0.531  -0.09
C 3.847 1.137 -1.146  -0.02
H -1.242 5.527 0.639  0.10
S -0.644 -2.931 -0.329  0.63


> What is the formula in the second record?

C18H31B3NO8P